Record 1
Below is a molecular structure, C39H100BeN7O12, with properties calculated with ωB97M-V/def2-TZVPD.

Output
- spin multiplicity = 2
- highest occupied orbital energy (alpha / beta) (eV) = -5.10 / -6.70
- charge = 0
- expectation value of S² = 0.751
- orbital gap (alpha / beta) (eV) = 5.682 / 6.994

Element x y z (Å)
Be -2.36762 -0.49617 3.85851
C -0.01120 0.28614 -0.05520
C -0.91343 -0.90011 0.28935
C -0.15583 -2.10025 0.04449
O -1.36908 -0.69394 1.56792
H -0.57969 1.18112 0.19766
H -0.04130 0.42943 -1.13532
H 1.04191 0.34381 0.21998
H -1.70604 -0.91435 -0.45876
H -0.89308 -2.87506 0.25480
H 0.69240 -2.35691 0.67911
H 0.22197 -2.15464 -0.97649
C -5.88539 -1.40662 2.76546
O -4.58311 -1.87171 3.04818
C -4.33586 -3.24025 3.01087
C -2.85184 -3.55291 2.90582
N -2.36828 -2.97481 4.27073
C -1.07299 -3.53050 4.47656
C -0.49705 -2.83173 5.75125
O -0.52925 -1.47061 5.48335
C -0.24233 -0.69197 6.66568
H -5.73260 -0.32746 2.77817
H -6.68558 -1.65446 3.46286
H -6.14385 -1.86156 1.80926
H -4.76696 -3.75320 2.15114
H -4.80053 -3.68905 3.88881
H -2.43584 -3.22546 1.95303
H -2.66326 -4.62236 2.99972
H -2.91163 -3.26902 5.06968
H -0.47248 -3.31246 3.59341
H -1.03561 -4.57833 4.77449
H 0.55463 -3.08438 5.88630
H -1.03507 -3.10311 6.65954
H -1.22739 -0.67303 7.13194
H -0.09425 0.36380 6.43869
H 0.52008 -1.01749 7.37341
C -8.79028 -0.25529 1.30924
O -7.56211 0.08426 0.79663
C -7.45806 1.56768 0.76058
C -6.19579 2.07649 0.06561
N -5.06412 1.24831 0.44676
C -3.75853 1.66840 -0.07096
C -3.35514 1.24032 -1.55086
O -4.20134 1.87691 -2.51530
C -3.73359 2.16631 -3.77828
H -9.27895 -1.09437 0.81403
H -9.57111 0.50379 1.26232
H -8.61510 -0.58107 2.33456
H -7.52809 2.04674 1.73715
H -8.34966 1.96771 0.27777
H -6.07663 3.15421 0.17705
H -6.27040 1.81090 -0.98890
H -5.20820 0.26586 0.26202
H -2.97264 1.29896 0.58783
H -3.77765 2.75641 -0.13382
H -3.41650 0.15258 -1.58487
H -2.30749 1.51574 -1.67205
H -4.63271 2.24479 -4.38945
H -3.10880 1.37649 -4.19532
H -3.27909 3.15498 -3.71444
C 0.03363 4.16354 -1.60380
O 1.33130 4.14298 -1.18288
C 2.05977 5.33888 -1.02317
C 3.37150 5.11566 -0.21775
N 2.98628 4.49270 1.04000
C 4.10042 3.82601 1.68869
C 4.60325 2.57111 0.94630
O 5.55606 2.75424 -0.01970
C 6.12188 1.56139 -0.50182
H 0.11064 4.52551 -2.62905
H -0.64280 4.86549 -1.11614
H -0.38383 3.15886 -1.53702
H 1.44967 6.05497 -0.47264
H 2.17860 5.79398 -2.00647
H 3.78900 6.09912 -0.00185
H 4.10566 4.51811 -0.75816
H 2.54684 3.71343 0.57124
H 3.91820 3.52784 2.72116
H 4.93532 4.52110 1.77751
H 3.75942 1.93578 0.67722
H 5.19232 2.14087 1.75623
H 6.33313 0.86297 0.30792
H 7.07042 1.63834 -1.03328
H 5.52269 0.96054 -1.18597
C 2.22618 0.13912 -3.51988
O 2.44998 1.38686 -3.94883
C 3.63871 1.86709 -3.24344
C 4.27765 3.13909 -3.86788
N 4.71443 2.66162 -5.18292
C 5.16996 3.73364 -5.98532
C 5.04747 3.36094 -7.48525
O 3.77241 2.63990 -7.82893
C 3.29372 2.86225 -9.15676
H 1.19912 -0.16326 -3.72435
H 2.29864 -0.00561 -2.44196
H 2.97854 -0.51530 -3.96011
H 4.42465 1.19139 -2.90605
H 3.12253 2.24366 -2.36035
H 5.19958 3.39439 -3.34542
H 3.57394 3.96692 -3.78085
H 3.96772 2.31553 -5.76836
H 6.20312 3.93354 -5.70122
H 4.48333 4.57648 -5.90619
H 5.87430 2.70682 -7.76196
H 5.12766 4.26551 -8.08811
H 3.35201 3.89413 -9.50304
H 2.27886 2.52031 -9.35981
H 4.02267 2.27308 -9.71319
C 3.01026 -3.79039 0.88556
C 3.98790 -2.64488 1.18278
C 5.01205 -2.49563 0.05947
O 4.51114 -2.81680 -1.22706
C 5.27796 -2.65326 -2.42395
N 3.17481 -1.47197 1.30060
H 2.23445 -3.59802 0.14447
H 2.36446 -3.87074 1.75996
H 3.60389 -4.68024 0.67611
H 4.45048 -2.94982 2.12147
H 5.79460 -3.20375 0.33203
H 5.57836 -1.56438 0.04641
H 5.38200 -1.63203 -2.79054
H 4.72256 -3.07870 -3.25979
H 6.24902 -3.14799 -2.44369
H 2.76991 -1.26682 2.20286
H 2.55561 -1.25703 0.53216
C -3.26112 4.15419 2.73382
C -2.36781 2.82934 2.85186
C -1.58984 2.83694 4.16595
O -0.90390 1.68788 4.37660
C 0.46026 1.48990 3.85148
N -3.29541 1.75258 3.04065
H -3.88207 4.20728 3.62807
H -3.75552 4.02960 1.77042
H -2.69471 5.08495 2.76510
H -1.67102 2.79169 2.01451
H -2.27632 2.75501 5.00864
H -0.85375 3.64072 4.18058
H 0.58898 2.02145 2.90861
H 0.66197 0.43442 3.66879
H 1.22050 1.94307 4.48769
H -3.86925 1.67233 2.21339
H -3.93000 1.96076 3.79832
C -2.05758 -7.65894 -0.87252
C -1.15621 -6.72097 0.01679
C -0.11370 -5.73875 -0.55504
O 0.61808 -6.45718 -1.54003
C 1.68716 -5.74405 -2.09437
N -2.12714 -6.05198 0.83969
H -2.92839 -8.21552 -0.52608
H -1.43952 -8.38106 -1.40602
H -2.47423 -7.10067 -1.71088
H -0.57517 -7.48027 0.54020
H 0.62173 -5.42661 0.18644
H -0.63078 -4.83670 -0.88218
H 1.98524 -6.18276 -3.04662
H 2.53794 -5.65632 -1.41867
H 1.40246 -4.76739 -2.48576
H -2.77567 -6.71215 1.24427
H -2.69130 -5.32760 0.41886

Löwdin atomic charge list, values in e, 99 entries: 0.7400 -0.0740 -0.6788 -0.1024 -0.2999 0.0464 0.0524 0.0628 0.1053 0.0589 0.0505 0.0907 -0.0964 -0.2471 -0.2596 -0.1365 -0.0735 -0.2185 -0.2348 -0.2736 -0.0810 0.0825 0.0843 0.0906 0.1176 0.1228 0.1000 0.0925 0.1141 0.1266 0.1192 0.1219 0.1208 0.0849 0.0723 0.0910 -0.1608 -0.1956 -0.1672 -0.1871 -0.0641 -0.1756 -0.1624 -0.2092 -0.1260 0.0883 0.0854 0.0796 0.1168 0.1104 0.1270 0.1089 0.1136 0.0809 0.1084 0.1101 0.0963 0.0870 0.0910 0.0869 -0.1219 -0.2171 -0.1966 -0.1920 -0.0536 -0.1944 -0.2493 -0.1752 -0.1092 0.0901 0.0880 0.0757 0.1164 0.1157 0.1189 0.1022 0.0728 0.1087 0.1204 0.1288 0.1155 0.0770 0.0930 0.0606 -0.1884 -0.1563 -0.1795 -0.1720 -0.0715 -0.2410 -0.1463 -0.2219 -0.1101 0.0944 0.0755 0.0901 0.0966 0.1060 0.1191

Record 2
Below is 3 unconnected molecules or ions with the total composition C9H22Br2O7S2Si, with properties calculated with ωB97M-V/def2-TZVPD.

Output
- spin multiplicity = 1
- highest occupied orbital energy (eV) = -9.23
- charge = 0
- orbital gap (eV) = 9.365

Element x y z (Å)
C -1.74902 1.45924 1.42673
C -3.31803 1.27756 1.16298
Br -3.99017 0.05037 -0.25239
C -4.23807 2.00671 1.95612
Br -3.59111 3.23111 3.39673
Si -6.14161 1.83250 1.71411
O -6.64265 0.60614 2.85583
H -1.10695 0.81668 0.75617
H -1.46015 2.56443 1.40840
H -1.55667 1.09384 2.49622
H -6.51825 1.32882 0.39578
H -6.75207 3.13500 1.98257
H -6.14336 -0.20295 2.60821
C 3.05341 -2.35150 1.03874
C 2.47791 -3.66290 0.53370
O 1.17885 -3.92622 1.07894
S -0.06376 -3.03973 0.55658
C -1.36097 -3.96102 1.32638
O -0.17279 -3.18344 -0.87139
O -0.00899 -1.74520 1.18486
H 2.45703 -1.50113 0.70423
H 4.07034 -2.20631 0.67105
H 3.06128 -2.33066 2.13080
H 2.44035 -3.68169 -0.55948
H 3.12653 -4.48300 0.84736
H -1.40305 -4.95863 0.89089
H -2.29425 -3.43057 1.13763
H -1.17332 -4.00809 2.39738
C 4.21899 3.26982 -2.86881
C 2.70815 3.41194 -2.82010
O 2.04753 2.14310 -2.86795
S 2.12149 1.19076 -1.56510
C 0.95343 -0.02690 -2.08934
O 1.58317 1.90261 -0.43641
O 3.41927 0.56883 -1.51635
H 4.59653 2.74909 -1.98734
H 4.70022 4.24871 -2.90621
H 4.52239 2.68837 -3.74226
H 2.39322 3.96947 -1.93320
H 2.37350 3.97800 -3.69157
H -0.03379 0.42756 -2.16618
H 0.94350 -0.81582 -1.33755
H 1.27191 -0.43487 -3.04674

Löwdin charges in e: -0.1547 -0.7131 0.6239 -0.7610 0.6094 0.5202 -0.2818 0.0519 0.0795 0.0866 -0.0609 -0.0340 0.0369 -0.0676 -0.2548 -0.2595 0.5896 -0.1157 -0.2816 -0.2880 0.0542 0.0869 0.0878 0.1173 0.1228 0.0767 0.0738 0.0768 -0.0783 -0.2638 -0.2641 0.5940 -0.1103 -0.2826 -0.2878 0.0670 0.0806 0.0851 0.1161 0.1218 0.0795 0.0406 0.0808

Record 3
Below is a molecular structure, C3H5NO2, with properties calculated with ωB97M-V/def2-TZVPD.

Output
- spin multiplicity = 1
- highest occupied orbital energy (eV) = -10.07
- charge = 0
- orbital gap (eV) = 9.987
- ΔE to the lowest compared entry with this formula, charge and spin (kJ/mol) = 576.00

Element x y z (Å)
O 1.55503 0.38843 1.17934
C 0.44517 0.10848 0.56939
C -0.73223 1.03549 0.20249
O -0.87282 0.34147 -1.06086
C 0.18997 -0.50167 -0.81761
N 0.72127 -1.40303 -1.49902
H 0.67651 -0.60384 1.62099
H -0.21045 -0.90181 1.34234
H -1.64195 0.97780 0.80297
H -0.39842 2.06784 0.06719
H 0.26791 -1.50915 -2.40722

Löwdin charges in e: -0.0647 -0.4562 -0.0578 0.0098 -0.3879 0.1970 0.2077 0.2127 0.1282 0.1365 0.0749

Record 4
Below is a single C4H5NS molecule, with properties calculated with ωB97M-V/def2-TZVPD.

Output
- spin multiplicity = 1
- highest occupied orbital energy (eV) = -8.43
- charge = 0
- orbital gap (eV) = 8.873
- ΔE to the lowest compared entry with this formula, charge and spin (kJ/mol) = 101.94

Element x y z (Å)
C 1.59061 -0.10863 -0.05365
C 0.27660 0.06089 0.02104
C -0.40945 1.36607 -0.03283
N -1.68686 1.39323 0.00907
S -2.37104 -0.25064 -0.02973
C -0.72449 -1.04895 0.03114
H 2.30616 0.73184 0.04701
H 2.08951 -1.08987 -0.06354
H 0.17391 2.26181 0.07225
H -0.61003 -1.59313 -0.91094
H -0.63492 -1.72262 0.91019

Löwdin charges in e: 0.0497 -0.3819 -0.2446 -0.2487 0.8257 -0.4322 0.0748 0.0748 0.1105 0.0789 0.0930